DFT (wB97M-V/def2-TZVPD) results for C14H21O11Pt2 as an isolated structure in a non-equilibrium geometry.

Summary:
- orbital gap (alpha / beta) (eV) = 8.199 / 4.521
- largest force on an atom (hartree/bohr) = 0.033
- ⟨S²⟩ = 6.012
- energy (eV) = -43836.8956

```
! RIJCOSX wB97M-V def2-TZVPD def2/J DEFGRID3
* xyz 3 5
Pt -5.15 2.07 -16.60
Pt -2.97 -0.38 -15.49
C -5.72 1.16 -12.47
C -4.93 1.08 -13.74
O -4.15 0.13 -13.92
O -5.09 2.04 -14.57
H -6.61 0.54 -12.61
H -6.14 2.16 -12.37
H -5.23 0.85 -11.56
C -8.93 0.96 -10.77
C -9.50 0.64 -12.11
C -9.41 -0.82 -12.56
O -10.71 -1.03 -13.21
C -11.50 -0.12 -12.75
O -12.72 -0.03 -13.13
O -10.99 0.73 -11.94
H -9.46 0.39 -10.00
H -9.03 1.99 -10.44
H -7.87 0.74 -10.67
H -9.25 1.39 -12.86
H -9.22 -1.45 -11.69
H -8.67 -1.12 -13.29
C -3.34 4.27 -6.62
C -3.00 3.62 -7.92
C -3.80 2.35 -8.30
O -4.49 2.73 -9.56
C -4.19 3.95 -9.79
O -4.74 4.58 -10.76
O -3.40 4.55 -9.01
H -3.01 5.32 -6.61
H -2.90 3.79 -5.75
H -4.42 4.33 -6.45
H -1.93 3.39 -8.00
H -4.49 2.02 -7.53
H -3.14 1.54 -8.61
C -8.34 -5.67 -12.26
C -6.87 -5.22 -12.46
C -6.41 -5.06 -13.91
O -6.34 -3.63 -14.10
C -6.40 -3.03 -12.91
O -6.22 -1.85 -12.73
O -6.73 -3.87 -11.93
H -8.82 -5.01 -11.53
H -8.42 -6.69 -11.90
H -8.93 -5.58 -13.18
H -6.31 -5.93 -11.86
H -7.11 -5.49 -14.62
H -5.41 -5.45 -14.07
*
```

***

DFT (wB97M-V/def2-TZVPD) results for C14H22AuClNO10P2 as an isolated structure in a non-equilibrium geometry.

Summary:
- orbital gap (alpha / beta) (eV) = 8.904 / 6.237
- largest force on an atom (hartree/bohr) = 0.030
- ⟨S²⟩ = 2.024
- energy (eV) = -71629.9145

```
! RIJCOSX wB97M-V def2-TZVPD def2/J DEFGRID3
* xyz 1 3
Au 0.24 -2.37 0.17
N 1.36 -0.01 4.34
C 1.02 -0.35 2.90
C 1.08 0.86 2.01
P -0.60 -1.25 3.00
O -1.61 -0.09 2.48
O -0.81 -1.54 4.44
O -0.65 -2.42 2.03
P 2.36 -1.57 2.47
O 1.91 -2.76 3.45
O 3.64 -0.97 2.92
O 2.24 -2.00 1.02
H 1.14 0.95 4.58
H 2.36 -0.19 4.48
H 0.75 -0.66 4.91
H 0.33 1.60 2.31
H 0.86 0.58 0.98
H 2.07 1.31 2.03
H -2.52 -0.35 2.70
H 2.63 -3.36 3.69
C 2.75 -4.15 -1.15
C 1.98 -3.34 -2.13
C 2.41 -3.33 -3.56
O 1.00 -2.66 -1.81
H 3.56 -4.71 -1.62
H 2.08 -4.83 -0.63
H 3.15 -3.48 -0.39
H 3.27 -2.66 -3.64
H 1.61 -2.95 -4.19
H 2.72 -4.32 -3.88
C -2.56 4.09 0.21
C -2.10 3.69 -1.16
C -1.43 4.58 -1.96
C -0.98 4.21 -3.23
Cl -0.17 5.34 -4.20
C -1.21 2.91 -3.72
C -1.88 2.01 -2.95
C -2.35 2.38 -1.67
O -3.07 1.60 -0.91
C -3.12 0.22 -1.15
C -1.67 -0.38 -0.90
O -0.75 0.42 -0.99
O -1.70 -1.61 -0.69
H -3.22 4.95 0.16
H -1.70 4.38 0.81
H -3.07 3.27 0.71
H -1.24 5.59 -1.60
H -0.86 2.64 -4.71
H -2.05 1.01 -3.34
H -3.39 -0.05 -2.17
H -3.81 -0.22 -0.44
*
```

***

DFT (wB97M-V/def2-TZVPD) results for C14H22Br2NO12 as an isolated structure in a non-equilibrium geometry.

Summary:
- orbital gap (eV) = 7.688
- largest force on an atom (hartree/bohr) = 0.267
- energy (eV) = -180997.4275

```
! RIJCOSX wB97M-V def2-TZVPD def2/J DEFGRID3
* xyz -1 1
N -0.76 0.70 -1.23
O -0.20 1.55 -1.93
O -1.87 0.36 -1.65
O -0.26 0.19 -0.23
Br -1.44 -2.37 1.54
C 0.13 -1.18 1.35
C 0.51 -0.64 2.76
Br 2.11 0.57 2.62
H -0.18 -0.33 0.73
H 0.89 -1.74 0.81
H 0.89 -1.40 3.44
H -0.26 -0.05 3.24
C 2.71 -0.14 0.19
C 1.82 -0.54 -0.97
C 1.92 0.22 -2.23
O 2.32 -0.71 -3.23
C 2.41 -1.91 -2.69
O 2.81 -2.94 -3.24
O 2.25 -1.81 -1.33
H 3.62 -0.73 0.28
H 2.11 -0.31 1.09
H 2.95 0.92 0.11
H 0.78 -0.59 -0.67
H 2.64 1.05 -2.17
H 0.96 0.68 -2.45
C 2.27 2.10 0.21
C 1.09 2.92 0.68
C -0.19 2.14 0.89
O -0.66 2.35 2.18
C 0.35 3.03 2.86
O 0.33 3.23 4.06
O 1.36 3.41 1.94
H 3.17 2.70 0.07
H 2.18 1.68 -0.79
H 2.58 1.25 0.83
H 0.84 3.73 0.01
H 0.00 1.07 0.85
H -0.94 2.47 0.18
C -3.18 -1.01 0.90
C -3.33 -1.06 -0.64
C -2.26 -1.84 -1.25
O -2.93 -2.71 -2.11
C -4.22 -2.59 -1.95
O -5.06 -3.32 -2.59
O -4.51 -1.71 -1.02
H -4.12 -0.74 1.37
H -2.43 -0.23 1.07
H -2.86 -1.94 1.37
H -3.17 -0.05 -1.02
H -1.70 -2.51 -0.60
H -1.49 -1.18 -1.67
*
```

***

DFT (wB97M-V/def2-TZVPD) results for an isolated ion of composition C14H22ClN2O and charge +1 in a non-equilibrium geometry.

Summary:
- orbital gap (eV) = 9.494
- largest force on an atom (hartree/bohr) = 0.340
- energy (eV) = -32408.0249

```
! RIJCOSX wB97M-V def2-TZVPD def2/J DEFGRID3
* xyz 1 1
C 6.95 -2.37 -1.25
H 7.29 -1.54 -0.70
H 7.34 -2.38 -2.33
H 7.15 -3.30 -0.90
C 5.57 -1.97 -1.68
H 5.19 -2.87 -2.14
H 5.48 -1.12 -1.84
C 4.77 -2.21 -0.33
C 3.31 -2.02 -0.54
N 2.41 -1.85 0.78
C 2.50 -3.33 1.61
H 1.79 -3.26 2.24
H 3.55 -2.98 2.02
H 2.37 -4.07 1.00
C 2.65 -0.66 1.47
H 3.76 -0.50 1.88
H 2.19 -0.69 2.63
C 2.02 0.57 1.03
H 2.37 0.78 -0.05
C 0.51 0.21 0.68
O 0.20 -0.89 0.19
N -0.22 1.20 0.69
C -1.68 1.33 0.22
C -2.18 2.63 0.37
C -3.59 2.75 -0.39
C -4.39 1.81 -0.52
C -3.68 0.70 -0.52
C -2.51 0.22 -0.24
H -1.91 -0.64 -0.10
H -4.36 -0.27 -0.75
Cl -6.01 1.92 -0.99
H -3.92 3.90 -0.24
H -1.66 3.54 0.51
H 0.21 2.34 0.76
H 2.09 1.43 1.64
H 1.28 -1.94 0.49
H 2.86 -2.79 -1.22
H 3.09 -1.09 -0.74
H 4.93 -3.20 0.29
H 5.21 -1.57 0.53
*
```

***

DFT (wB97M-V/def2-TZVPD) results for C14H22I2NO3P2PtS2 as an isolated structure in a non-equilibrium geometry.

Summary:
- orbital gap (alpha / beta) (eV) = 6.957 / 4.652
- largest force on an atom (hartree/bohr) = 0.084
- ⟨S²⟩ = 6.073
- energy (eV) = -82172.3419

```
! RIJCOSX wB97M-V def2-TZVPD def2/J DEFGRID3
* xyz 3 5
I -0.08 -3.24 -0.85
I 0.09 1.19 -3.18
Pt 0.01 -0.40 -0.70
P -2.29 -0.16 -0.12
C -3.22 0.07 -1.65
C -3.12 -1.51 0.77
H -4.20 -1.33 0.68
H -3.66 1.29 1.21
H -2.83 -1.50 1.83
H -1.97 1.31 1.79
H -3.05 -0.79 -2.30
H -2.85 -2.48 0.34
C -2.61 1.31 0.90
H -4.28 0.16 -1.40
H -2.41 2.22 0.33
H -2.87 0.98 -2.16
P 2.34 -0.28 -0.21
C 3.24 -0.36 -1.79
C 2.79 1.27 0.60
H 2.81 -1.33 1.91
H 4.17 -1.45 0.75
H 2.74 -2.54 0.59
C 3.08 -1.54 0.87
H 2.20 1.30 1.54
H 3.86 1.25 0.83
H 4.31 -0.29 -1.57
H 2.91 0.47 -2.43
H 2.54 2.14 -0.03
H 3.00 -1.32 -2.28
C 0.04 1.53 -0.61
O 0.04 2.62 -0.18
O 0.05 2.87 3.88
S 0.76 1.65 4.17
O 2.06 1.71 4.80
N 0.81 0.66 2.80
C 0.08 -0.43 2.91
S -0.05 -1.57 1.66
C -0.61 -0.58 4.19
C -1.47 -1.58 4.65
C -2.06 -1.43 5.91
C -1.76 -0.33 6.72
C -0.87 0.67 6.27
C -0.32 0.52 5.00
H -1.67 -2.44 4.01
H -2.77 -2.19 6.26
H -2.21 -0.23 7.71
H -0.60 1.53 6.87
*
```

***

DFT (wB97M-V/def2-TZVPD) results for C14H22IrN2O3S as an isolated structure in a non-equilibrium geometry.

Summary:
- orbital gap (alpha / beta) (eV) = 5.729 / 6.076
- largest force on an atom (hartree/bohr) = 0.154
- energy (eV) = -37666.9846

```
! RIJCOSX wB97M-V def2-TZVPD def2/J DEFGRID3
* xyz -1 1
Ir -0.20 1.28 0.69
C -0.51 0.47 -2.76
O 0.39 1.29 -2.05
C 1.73 0.93 -2.23
C 2.59 1.90 -1.41
O 2.34 1.83 -0.03
C 3.25 1.12 0.77
C 2.80 -0.32 1.07
O 1.69 -0.24 1.92
C 1.18 -1.48 2.33
H -0.35 0.56 -3.84
H -1.50 0.83 -2.50
H -0.41 -0.57 -2.44
H 2.00 1.02 -3.30
H 1.90 -0.12 -1.92
H 2.31 2.91 -1.72
H 3.66 1.74 -1.63
H 3.29 1.65 1.73
H 4.26 1.12 0.33
H 3.62 -0.87 1.57
H 2.55 -0.85 0.14
H 1.94 -2.05 2.89
H 0.83 -2.08 1.48
H 0.34 -1.25 2.97
N -2.50 3.38 -0.22
H -1.98 3.85 0.52
H -2.92 2.56 0.21
H -1.82 3.04 -0.89
S 1.51 4.67 3.46
C 0.66 3.63 2.59
N 0.01 2.91 1.95
C -1.36 -0.31 0.35
C -2.04 -1.48 0.18
C -2.35 -2.35 1.29
C -2.98 -3.55 1.13
C -3.34 -4.02 -0.14
C -3.12 -3.18 -1.23
C -2.53 -1.96 -1.09
H -2.08 -2.00 2.28
H -3.21 -4.17 1.99
H -3.80 -4.99 -0.27
H -3.45 -3.51 -2.22
H -2.42 -1.32 -1.96
*
```

***

DFT (wB97M-V/def2-TZVPD) results for one molecule with the formula C14H22N2O4Si in a non-equilibrium geometry.

Summary:
- orbital gap (eV) = 8.669
- largest force on an atom (hartree/bohr) = 0.066
- energy (eV) = -33923.6130

```
! RIJCOSX wB97M-V def2-TZVPD def2/J DEFGRID3
* xyz 0 1
O 0.78 2.82 1.12
N 3.68 6.50 -0.49
O 0.44 2.73 -1.17
O -0.98 -3.75 -0.95
O -1.73 -2.84 1.56
C 1.03 3.19 0.00
C 3.00 6.03 -1.49
C 3.59 5.87 0.69
C 2.16 4.96 -1.37
C 2.80 4.76 0.87
C 1.99 4.37 -0.14
N -1.00 -0.62 -0.09
C -0.60 1.82 -0.79
C -0.26 -2.58 -1.46
C -2.76 -2.10 0.98
C -0.10 0.54 -0.03
C -1.01 -1.29 -1.44
C -2.30 -0.64 0.68
C -1.95 -5.70 0.92
C 0.85 -4.08 1.29
Si -1.01 -4.07 0.73
H 3.09 6.63 -2.37
H 4.21 6.23 1.54
H 1.54 4.57 -2.19
H 2.56 4.32 1.82
H -1.32 2.43 -0.25
H -1.14 1.54 -1.70
H 0.07 -2.84 -2.56
H 0.61 -2.41 -0.91
H -3.67 -2.28 1.57
H -3.02 -2.60 0.03
H 0.88 0.22 -0.47
H 0.27 0.61 0.94
H -0.62 -0.59 -2.21
H -2.07 -1.46 -1.65
H -3.13 -0.11 0.19
H -2.16 -0.03 1.55
H -1.95 -5.74 1.97
H -3.00 -5.74 0.59
H -1.35 -6.53 0.50
H 0.96 -4.37 2.29
H 1.13 -3.03 1.21
H 1.50 -4.74 0.72
*
```

***

DFT (wB97M-V/def2-TZVPD) results for one molecule with the formula C14H22N4O2S2 in a non-equilibrium geometry.

Summary:
- orbital gap (eV) = 8.683
- largest force on an atom (hartree/bohr) = 0.022
- energy (eV) = -46600.6090

```
! RIJCOSX wB97M-V def2-TZVPD def2/J DEFGRID3
* xyz 0 1
C -2.32 3.44 -3.66
N -1.54 2.45 -2.95
C -1.82 2.46 -1.53
H -2.89 2.34 -1.38
C -1.09 1.30 -0.84
N 0.33 1.41 -1.09
C 1.22 1.89 -0.21
S 2.62 2.68 -0.62
N 0.96 1.74 1.15
C 0.50 0.61 1.80
C 0.24 -0.59 1.14
C -0.25 -1.67 1.85
C -0.48 -1.60 3.21
C -0.20 -0.42 3.88
C 0.29 0.67 3.18
H 0.50 1.59 3.71
H -0.36 -0.35 4.94
H -0.89 -2.46 3.72
S -0.53 -3.19 0.94
O -1.50 -3.98 1.64
O -0.77 -2.85 -0.43
N 0.92 -4.01 1.01
C 1.99 -3.41 0.26
H 1.57 -3.06 -0.68
H 2.76 -4.16 0.05
H 2.45 -2.56 0.79
C 1.28 -4.49 2.32
H 0.37 -4.87 2.78
H 2.00 -5.30 2.22
H 1.71 -3.70 2.95
H 0.42 -0.71 0.09
H 1.52 2.37 1.71
C 0.62 1.44 -2.51
C -0.12 2.60 -3.18
H 0.07 2.58 -4.25
H 0.27 3.56 -2.77
H 1.70 1.54 -2.66
H 0.27 0.50 -2.94
H -1.29 1.33 0.23
H -1.44 0.35 -1.25
H -1.50 3.41 -1.06
H -2.11 3.36 -4.72
H -3.38 3.25 -3.50
H -2.09 4.47 -3.34
*
```

***

DFT (wB97M-V/def2-TZVPD) results for C14H22N7PSSc as an isolated structure.

Summary:
- orbital gap (eV) = 6.573
- largest force on an atom (hartree/bohr) = 0.018
- energy (eV) = -66105.3375

```
! RIJCOSX wB97M-V def2-TZVPD def2/J DEFGRID3
* xyz 3 1
Sc -0.16 0.62 0.60
C 1.77 4.05 2.56
C 0.98 2.85 2.19
N 1.08 2.27 1.02
N 1.98 2.79 0.14
C 2.03 2.19 -1.02
N 2.89 2.62 -1.92
S 1.00 0.81 -1.53
C 0.05 2.20 3.14
C -0.13 2.67 4.42
C -0.96 1.97 5.30
C -1.58 0.81 4.87
C -1.38 0.41 3.57
N -0.59 1.08 2.71
H 2.61 4.17 1.88
H 1.14 4.94 2.47
H 2.13 3.99 3.59
H 3.51 3.39 -1.70
H 2.98 2.19 -2.83
H 0.37 3.57 4.75
H -1.10 2.33 6.31
H -2.22 0.23 5.53
H -1.85 -0.49 3.19
C -5.24 -2.24 -0.51
N -4.05 -3.13 -0.96
C -3.84 -2.91 -2.48
N -3.64 -1.52 -2.75
C -4.79 -0.73 -2.30
N -5.00 -0.88 -0.85
C -3.95 -0.26 -0.06
P -2.30 -1.06 -0.41
C -2.81 -2.83 -0.18
C -2.37 -1.01 -2.28
H -5.37 -2.39 0.56
H -6.11 -2.63 -1.04
H -4.30 -4.11 -0.80
H -4.74 -3.28 -2.96
H -2.99 -3.51 -2.77
H -5.68 -1.07 -2.82
H -4.63 0.32 -2.54
H -4.18 -0.35 1.01
H -3.91 0.81 -0.29
H -2.99 -3.04 0.87
H -2.01 -3.49 -0.52
H -1.55 -1.61 -2.68
H -2.22 0.01 -2.62
*
```

***

DFT (wB97M-V/def2-TZVPD) results for C14H23BN6OPb as an isolated structure in a non-equilibrium geometry.

Summary:
- orbital gap (alpha / beta) (eV) = 3.536 / 3.542
- largest force on an atom (hartree/bohr) = 0.073
- energy (eV) = -31752.0199

```
! RIJCOSX wB97M-V def2-TZVPD def2/J DEFGRID3
* xyz 4 1
C -0.31 3.13 -0.64
N -0.22 1.87 -1.12
N 0.04 1.96 -2.47
C 0.07 3.25 -2.84
C -0.16 4.03 -1.71
B 0.26 0.70 -3.37
N 1.32 -0.19 -2.66
N 1.20 -0.50 -1.32
C 2.25 -1.30 -1.02
C 3.03 -1.53 -2.18
C 2.40 -0.81 -3.20
Pb -1.08 -0.17 0.20
N -1.07 -0.12 -3.40
N -1.61 -0.57 -2.20
C -2.72 -1.29 -2.52
C -2.89 -1.28 -3.91
C -1.83 -0.53 -4.43
H -3.32 -1.78 -1.77
H -1.58 -0.24 -5.44
H -3.68 -1.76 -4.46
H 0.63 1.00 -4.47
H 2.63 -0.69 -4.25
H 0.24 3.51 -3.88
H 3.90 -2.15 -2.26
H -0.21 5.11 -1.67
H 2.37 -1.72 -0.03
H -0.49 3.36 0.41
H -1.05 -2.94 -0.03
C -0.56 -2.34 0.75
H 0.52 -2.55 0.74
H 0.92 -1.02 2.39
H -1.00 -2.60 1.73
C -1.22 0.42 4.13
C 0.22 -0.05 3.96
C 1.14 1.01 4.56
C 0.46 -1.39 4.64
O 0.55 -0.14 2.55
H -1.43 0.51 5.20
H -1.95 -0.29 3.72
H -1.39 1.41 3.69
H 1.02 1.07 5.65
H 2.18 0.77 4.34
H 0.89 2.00 4.15
H -0.25 -2.14 4.25
H 1.49 -1.71 4.48
H 0.29 -1.30 5.72
*
```